(1)
A molecular structure, C35H31AsN4O7P2SSe2V. Source: the OMol25 dataset; level of theory: the ωB97M-V functional and the def2-TZVPD basis.

Atoms and positions in Å:
V 0.18 -0.46 0.18
O 2.24 -1.77 2.98
As 0.55 -1.63 3.26
O 0.04 -0.84 4.56
O 0.20 -0.46 1.80
C 0.05 -3.39 2.70
C 0.90 -4.39 3.14
C 0.61 -5.72 2.83
C -0.51 -6.03 2.07
C -1.35 -5.02 1.61
C -1.07 -3.70 1.93
S -2.08 -2.43 1.26
O -3.21 -3.00 0.61
O -2.26 -1.45 2.29
O -1.12 -1.88 0.17
H 2.76 -0.98 3.21
H 1.78 -4.15 3.72
H 1.26 -6.50 3.18
H -0.73 -7.06 1.84
H -2.22 -5.24 1.00
Se 6.99 -1.39 2.09
P 6.01 -1.55 0.25
C 5.58 -3.25 -0.23
C 4.46 -3.87 0.33
C 4.17 -5.19 0.01
C 4.99 -5.89 -0.85
C 6.12 -5.29 -1.39
C 6.42 -3.97 -1.08
C 6.90 -0.84 -1.16
C 7.97 0.01 -0.93
C 8.61 0.62 -2.00
C 8.20 0.36 -3.30
C 7.14 -0.51 -3.54
C 6.49 -1.10 -2.47
C 4.37 -0.76 0.26
C 3.25 -1.01 -0.51
N 2.25 -0.30 0.07
N 2.76 0.41 1.07
N 4.02 0.14 1.21
P 2.92 -1.89 -2.05
Se 1.10 -2.67 -0.93
C 0.04 -3.41 -2.38
C -1.35 -3.34 -2.42
C -2.00 -3.94 -3.49
C -1.30 -4.59 -4.49
C 0.09 -4.67 -4.41
C 0.76 -4.08 -3.36
C 2.17 -0.50 -2.99
C 3.11 0.38 -3.54
C 2.70 1.51 -4.22
C 1.35 1.78 -4.39
C 0.41 0.90 -3.88
C 0.82 -0.23 -3.18
H 3.83 -3.33 1.03
H 3.30 -5.66 0.45
H 4.76 -6.92 -1.10
H 6.77 -5.85 -2.05
H 7.30 -3.50 -1.49
H 8.28 0.20 0.09
H 9.45 1.28 -1.82
H 8.71 0.82 -4.13
H 6.83 -0.73 -4.55
H 5.69 -1.81 -2.65
H -1.92 -2.85 -1.65
H -3.08 -3.89 -3.54
H -1.82 -5.05 -5.31
H 0.65 -5.19 -5.18
H 1.84 -4.15 -3.30
H 4.17 0.19 -3.42
H 3.44 2.19 -4.63
H 1.03 2.65 -4.94
H -0.65 1.08 -4.04
H 0.06 -0.92 -2.82
N 0.34 3.63 -0.01
C -0.10 2.39 0.00
O 0.67 1.45 -0.35
C -1.47 1.99 0.40
C -1.61 0.59 -0.15
H 1.31 3.81 -0.24
H -0.25 4.39 0.27
H -2.23 2.68 0.02
H -1.53 1.98 1.49
H -1.65 0.56 -1.24
H -2.45 0.05 0.27

Results
HOMO in eV: -9.875
Net charge: +1
Frontier orbital gap in eV: 5.23
Multiplicity: 1

Here are the Mulliken charges for atoms 1 to 6, given in e:
1 V 0.194
2 O -0.437
3 As 1.240
4 O -0.703
5 O -0.430
6 C 0.220

(2)
A molecular structure, C18H30Br6F9Fe2O6 at a distorted geometry. Source: the OMol25 dataset; level of theory: the ωB97M-V functional and the def2-TZVPD basis.

Atoms and positions in Å:
Fe -1.26 -0.74 -1.05
Fe 0.59 1.50 -2.99
C -1.99 2.58 -2.29
O -0.82 3.03 -2.94
O -1.55 1.23 -2.02
C -2.53 3.49 -1.11
F -1.53 3.74 -0.20
F -3.03 4.64 -1.45
F -3.49 2.81 -0.56
C -0.76 4.39 -3.40
C 0.35 4.70 -4.36
H 1.29 4.49 -3.85
H 0.33 4.10 -5.27
H 0.14 5.69 -4.77
H -0.70 5.06 -2.54
H -1.58 4.71 -4.05
H -2.73 2.68 -3.07
C 1.56 -1.20 -1.01
O 0.48 -1.75 -0.22
O 0.76 -0.47 -1.83
C 2.60 -0.34 -0.14
F 3.48 0.33 -0.77
F 1.94 0.53 0.49
F 3.23 -1.16 0.81
C 0.76 -2.81 0.85
C -0.60 -3.14 1.34
H -0.40 -3.47 2.36
H -1.39 -2.39 1.37
H -1.06 -3.91 0.72
H 1.30 -2.36 1.69
H 1.25 -3.74 0.58
H 2.04 -2.07 -1.47
C -3.45 -2.37 -1.52
O -2.08 -2.39 -2.07
O -3.39 -1.14 -0.88
C -4.59 -2.97 -2.50
F -5.77 -2.21 -2.45
F -4.24 -2.88 -3.80
F -5.01 -4.20 -2.32
C -1.58 -3.64 -2.50
C -0.40 -3.39 -3.50
H 0.57 -3.47 -2.99
H -0.30 -4.15 -4.28
H -0.50 -2.42 -3.99
H -2.28 -4.26 -3.06
H -1.16 -4.29 -1.73
H -3.44 -2.99 -0.62
Br 6.93 1.72 0.89
C 5.97 0.27 1.87
C 5.09 0.62 3.01
Br 4.81 -1.08 4.02
H 6.72 -0.45 2.19
H 5.46 -0.32 1.11
H 4.16 1.09 2.69
H 5.60 1.35 3.64
Br 1.60 3.47 -0.80
C 2.58 4.10 0.82
C 2.08 3.48 2.06
Br 3.34 4.05 3.50
H 2.43 5.18 0.80
H 3.66 3.99 0.74
H 2.13 2.39 2.04
H 1.05 3.75 2.29
Br -4.58 -2.43 7.52
C -3.25 -1.55 6.32
C -2.53 -2.67 5.74
Br -0.87 -2.01 4.75
H -2.58 -0.93 6.91
H -3.73 -0.86 5.63
H -3.13 -3.32 5.09
H -2.03 -3.25 6.52

Results
HOMO (spin up / spin down) in eV: -11.363 / -11.330
Net charge: +1
Frontier orbital gap (spin up / spin down) in eV: 6.15 / 5.66
<S²>: 20.016
Multiplicity: 9

Here are the Mulliken charges for atoms 1 to 6, given in e:
1 Fe 0.803
2 Fe 0.971
3 C 0.228
4 O -0.026
5 O -1.092
6 C 0.637

(3)
4 unconnected molecules or ions with the total composition C28H59ClN5O6S3 at a distorted geometry. Source: the OMol25 dataset; level of theory: the ωB97M-V functional and the def2-TZVPD basis.

Atoms and positions in Å:
C -1.16 -0.23 4.83
C -1.57 -0.32 3.58
C -2.98 0.09 3.21
S -3.33 -0.27 1.48
Cl -5.32 -0.49 1.32
C -2.94 1.17 0.49
C -1.52 1.69 0.79
C -0.53 0.69 0.17
S 1.20 1.13 0.54
C 2.02 -0.38 0.02
S 3.43 -0.35 -0.71
N 1.28 -1.56 0.34
C 1.46 -2.17 1.56
C 0.59 -3.21 1.50
N -0.08 -3.26 0.32
C 0.38 -2.25 -0.37
H -1.84 -0.06 5.66
H -0.12 -0.37 5.09
H -0.87 -0.72 2.86
H -3.15 1.16 3.38
H -3.68 -0.49 3.82
H -3.69 1.95 0.65
H -2.97 0.88 -0.56
H -1.37 2.67 0.33
H -1.35 1.70 1.87
H -0.74 -0.28 0.62
H -0.63 0.64 -0.91
H 2.13 -1.87 2.34
H 0.46 -3.89 2.33
H 0.07 -1.97 -1.36
C 1.82 6.02 -5.35
O 2.12 4.90 -6.16
C 3.31 4.23 -5.80
C 3.01 2.85 -5.26
N 2.36 2.92 -3.96
C 1.82 1.65 -3.48
C 0.68 1.02 -4.28
O -0.54 1.75 -4.24
C -0.66 2.78 -5.20
H 0.96 6.53 -5.79
H 1.55 5.71 -4.33
H 2.66 6.72 -5.31
H 3.90 4.81 -5.09
H 3.91 4.12 -6.71
H 3.94 2.28 -5.16
H 2.37 2.34 -6.00
H 1.60 3.59 -4.00
H 1.45 1.82 -2.47
H 2.64 0.93 -3.41
H 0.46 0.06 -3.81
H 0.96 0.79 -5.31
H -0.13 2.54 -6.13
H -0.30 3.74 -4.80
H -1.72 2.90 -5.43
C -6.27 -2.58 5.52
O -7.18 -1.52 5.32
C -7.60 -1.34 3.98
C -9.06 -1.69 3.80
N -9.28 -3.12 3.94
C -10.69 -3.51 4.03
C -11.49 -3.02 5.24
O -11.08 -3.59 6.47
C -10.02 -2.92 7.12
H -5.93 -2.54 6.55
H -6.75 -3.55 5.35
H -5.40 -2.48 4.85
H -6.97 -1.93 3.29
H -7.46 -0.28 3.74
H -9.39 -1.37 2.81
H -9.62 -1.11 4.55
H -8.81 -3.44 4.78
H -10.72 -4.60 4.03
H -11.20 -3.18 3.11
H -12.52 -3.36 5.09
H -11.54 -1.93 5.30
H -10.02 -1.85 6.92
H -9.05 -3.35 6.83
H -10.14 -3.08 8.19
C 6.19 0.88 -3.06
O 6.43 -0.16 -2.13
C 6.89 -1.37 -2.72
C 8.32 -1.66 -2.34
N 9.23 -0.72 -2.98
C 10.61 -0.78 -2.48
C 10.85 -0.40 -1.02
O 10.62 0.97 -0.73
C 9.28 1.31 -0.42
H 5.73 1.71 -2.52
H 7.12 1.23 -3.51
H 5.50 0.55 -3.85
H 6.76 -1.36 -3.81
H 6.25 -2.18 -2.33
H 8.58 -2.68 -2.65
H 8.39 -1.61 -1.25
H 8.89 0.22 -2.84
H 11.20 -0.10 -3.10
H 11.00 -1.79 -2.65
H 11.91 -0.57 -0.82
H 10.31 -1.04 -0.32
H 8.75 0.49 0.08
H 8.73 1.61 -1.32
H 9.30 2.16 0.25

Results
HOMO in eV: -9.919
Net charge: +1
Frontier orbital gap in eV: 5.14
Multiplicity: 1

Here are the Mulliken charges for atoms 1 to 6, given in e:
1 C -1.041
2 C 0.191
3 C -0.628
4 S 0.563
5 Cl -0.101
6 C -0.930

(4)
2 unconnected molecules or ions with the total composition C4H7N at a distorted geometry. Source: the OMol25 dataset; level of theory: the ωB97M-V functional and the def2-TZVPD basis.

Atoms and positions in Å:
C 0.06 -1.88 0.60
C 1.13 0.23 -0.70
C 0.48 -0.76 0.02
C -1.45 1.00 0.28
N 1.90 1.11 -0.19
H -1.12 -1.88 0.76
H 0.61 -2.81 0.82
H 0.78 0.18 -1.71
H -1.01 1.51 1.06
H -1.32 1.26 -0.76
H -2.10 0.09 0.56
H 2.06 1.95 -0.74

Results
HOMO (spin up / spin down) in eV: -8.608 / -8.414
Frontier orbital gap (spin up / spin down) in eV: 8.02 / 8.61
Multiplicity: 1

Here are the Mulliken charges for atoms 1 to 6, given in e:
1 C -0.524
2 C -0.088
3 C 0.181
4 C -0.987
5 N -0.641
6 H 0.114

(5)
A molecular structure, C13H23Br27INOSi2 at a distorted geometry. Source: the OMol25 dataset; level of theory: the ωB97M-V functional and the def2-TZVPD basis.

Atoms and positions in Å:
C 1.63 2.54 -3.10
C 1.34 3.20 -1.76
C 1.23 4.67 -1.80
C -0.08 5.22 -2.25
N -0.46 4.89 -3.63
Si -1.97 4.10 -3.93
O -2.94 4.15 -2.58
Si -3.12 2.82 -1.60
I -3.16 3.69 0.68
H 0.78 2.56 -3.74
H 1.88 1.51 -2.98
H 2.42 3.07 -3.60
H 0.50 2.76 -1.28
H 2.17 2.97 -1.12
H 2.03 5.11 -2.36
H 1.33 5.01 -0.79
H -0.82 4.94 -1.54
H 0.02 6.28 -2.18
H 0.31 4.51 -4.15
H -2.66 4.82 -5.02
H -1.82 2.68 -4.36
H -1.96 1.91 -1.68
H -4.31 2.04 -1.96
C -1.02 7.47 1.96
Br -0.75 7.48 0.05
Br 0.09 8.77 2.85
Br -2.88 7.68 2.42
H -0.72 6.50 2.31
C -3.37 -0.42 2.93
Br -4.46 0.84 3.86
Br -4.11 -0.90 1.23
Br -1.55 0.22 2.74
H -3.35 -1.32 3.53
C 0.68 -1.26 0.04
Br 0.18 -0.26 1.62
Br -0.41 -0.77 -1.46
Br 2.58 -1.12 -0.30
H 0.47 -2.29 0.25
C 3.60 -5.10 -0.79
Br 3.93 -4.35 -2.53
Br 4.92 -4.56 0.49
Br 1.86 -4.67 -0.08
H 3.64 -6.17 -0.89
C 7.72 -7.07 1.64
Br 9.46 -6.32 1.93
Br 7.52 -7.75 -0.15
Br 7.29 -8.41 2.95
H 7.00 -6.28 1.75
C 2.44 -6.66 2.74
Br 3.14 -8.06 1.62
Br 0.99 -7.25 3.81
Br 3.85 -5.85 3.74
H 2.04 -5.90 2.09
C 1.20 8.36 -3.58
Br 2.57 7.05 -3.28
Br 1.74 9.66 -4.89
Br -0.48 7.54 -4.06
H 1.04 8.88 -2.65
C -3.29 -8.04 3.22
Br -2.84 -6.31 2.50
Br -2.54 -9.46 2.16
Br -2.81 -8.23 5.08
H -4.36 -8.13 3.16
C -6.74 -4.51 3.38
Br -5.36 -4.16 4.67
Br -6.47 -3.85 1.57
Br -7.09 -6.40 3.39
H -7.64 -4.02 3.72

Results
HOMO in eV: -7.726
Frontier orbital gap in eV: 6.65
Multiplicity: 1

Here are the Mulliken charges for atoms 1 to 6, given in e:
1 C -1.203
2 C -0.272
3 C 0.089
4 C 0.436
5 N 0.074
6 Si 0.092

no.,DFT total energy (a.u.)
1,-11161.37932
2,-20025.23068
3,-3481.74162
4,-211.15371
5,-71013.99551